(1)
This record from the Open Molecules 2025 dataset describes 2 unconnected molecules or ions with the total composition C38H42F3N3O3. The level of theory is the ωB97M-V functional and the def2-TZVPD basis.

total charge = 0
strongest force on any atom = 2.75 eV/Å
HOMO-LUMO gap = 5.465 eV
E = -58852.2343 eV
relative energy (zero: lowest compared OMol25 entry of this formula, charge and spin) = 0.0 kJ/mol
spin multiplicity = 1

Last column: Löwdin charge in e.
Cartesian coordinates (Å):
C -2.7246 0.2820 -3.9708  -0.058
C -2.7093 -0.6732 -2.7813  -0.374
C -3.2707 -2.0501 -3.1489  -0.061
C -3.4548 -0.0743 -1.5829  -0.121
C -4.8150 0.2110 -1.6883  -0.029
C -5.5203 0.7252 -0.6008  -0.052
C -4.8752 0.9434 0.6167  -0.024
C -3.5163 0.6688 0.7494  -0.121
C -2.7823 0.9225 2.0618  -0.367
C -3.6270 0.6223 3.2982  -0.070
C -2.2697 2.3528 2.0934  -0.075
C -2.8130 0.1905 -0.3669  -0.096
N -1.3980 -0.0694 -0.2469  -0.030
N -0.9575 -1.3141 0.0171  0.191
N 0.3951 -1.2146 0.0065  0.001
C 1.1728 -2.3738 0.4021  -0.107
C 1.4551 -3.3602 -0.5586  -0.146
C 0.9394 -3.2532 -1.9989  -0.373
C 0.0459 -4.4501 -2.3315  -0.059
C 2.0807 -3.1033 -3.0022  -0.050
C 2.2467 -4.4486 -0.1890  -0.026
C 2.7512 -4.5463 1.1066  -0.046
C 2.4219 -3.5839 2.0580  -0.021
C 1.5956 -2.5100 1.7324  -0.122
C 1.1710 -1.5111 2.8011  -0.367
C 2.2379 -0.4334 2.9955  -0.039
C 0.8199 -2.2073 4.1224  -0.066
C 0.8014 0.0774 -0.3078  -0.098
C 2.1806 0.4769 -0.4259  -0.126
C 2.5777 1.8438 -0.3236  0.003
C 3.9019 2.2266 -0.4350  0.008
C 4.8658 1.2506 -0.6429  -0.134
C 6.2942 1.6791 -0.7205  -0.528
F 7.1378 0.6581 -1.0381  0.114
F 6.4757 2.6558 -1.6614  0.119
F 6.7231 2.1935 0.4767  0.116
C 4.5382 -0.0924 -0.7609  0.004
C 3.2133 -0.4695 -0.6733  -0.010
C -0.3488 0.8368 -0.4959  -0.237
C -0.5694 2.1701 -0.7915  -0.012
H -2.2700 1.2415 -3.7007  0.081
H -2.1621 -0.1404 -4.8088  0.081
H -3.7518 0.4700 -4.3039  0.077
H -1.6721 -0.8096 -2.4535  0.112
H -3.2132 -2.7383 -2.2951  0.083
H -4.3215 -1.9741 -3.4592  0.078
H -2.7007 -2.4892 -3.9762  0.077
H -5.3178 0.0259 -2.6409  0.116
H -6.5793 0.9599 -0.7053  0.108
H -5.4270 1.3335 1.4744  0.112
H -1.9157 0.2466 2.0639  0.120
H -4.0538 -0.3836 3.2454  0.088
H -3.0028 0.6802 4.1952  0.081
H -4.4378 1.3514 3.3992  0.073
H -1.6693 2.5550 1.2011  0.019
H -3.1042 3.0694 2.0931  0.092
H -1.6446 2.5364 2.9765  0.093
H 0.3208 -2.3476 -2.0280  0.114
H -0.7857 -4.5271 -1.6191  0.087
H -0.3732 -4.3384 -3.3370  0.078
H 0.6208 -5.3847 -2.2956  0.077
H 2.6699 -2.2003 -2.8066  0.069
H 2.7538 -3.9688 -2.9606  0.083
H 1.6745 -3.0301 -4.0153  0.084
H 2.4696 -5.2139 -0.9372  0.117
H 3.4082 -5.3745 1.3723  0.110
H 2.8019 -3.6635 3.0774  0.115
H 0.2583 -1.0266 2.4255  0.117
H 2.4584 0.0808 2.0501  0.064
H 1.8968 0.3158 3.7200  0.085
H 3.1740 -0.8771 3.3644  0.091
H 0.1120 -3.0269 3.9557  0.089
H 1.7156 -2.6134 4.6076  0.074
H 0.3522 -1.4963 4.8115  0.080
H 1.8337 2.6131 -0.1206  0.075
H 4.1659 3.2793 -0.3436  0.131
H 5.3084 -0.8382 -0.9186  0.124
H 2.9609 -1.5202 -0.7896  0.089
H 0.2614 2.7630 -1.1469  0.031
H -1.5905 2.5137 -0.9185  0.055
C -0.2952 4.8567 1.2176  0.052
C -1.2910 5.7278 1.4820  0.067
C -0.9721 7.0335 0.8905  -0.389
O -1.5612 8.0843 0.8438  0.160
O 0.3065 6.8777 0.2748  0.107
C 0.7583 5.5677 0.4781  -0.398
O 1.8435 5.1883 0.0854  0.142
H -0.1877 3.8142 1.4699  0.094
H -2.2162 5.5486 2.0110  0.123

---

(2)
This record from the Open Molecules 2025 dataset describes 2 unconnected molecules or ions with the total composition C24H37N5O6. The level of theory is the ωB97M-V functional and the def2-TZVPD basis.

total charge = 0
strongest force on any atom = 1.98 eV/Å
HOMO-LUMO gap = 8.588 eV
E = -45225.4457 eV
spin multiplicity = 1

Last column: Löwdin charge in e.
Cartesian coordinates (Å):
O -0.6270 7.8446 2.4540  0.030
O -0.9641 -4.5692 -3.1030  0.078
O -0.3067 -3.7167 1.9827  0.051
O 0.8057 8.0729 -2.4409  0.050
O -0.6132 -2.6984 -0.9927  -0.014
O 1.5699 -4.2320 -0.8723  -0.014
C -0.3764 7.8071 1.2598  -0.552
C -1.1944 -4.9588 -1.9673  -0.407
C 0.5803 -4.3228 1.3927  -0.398
C 1.3293 7.6683 -1.4120  -0.477
C -2.0476 4.4008 0.0843  -0.046
C -0.9076 4.5188 -0.6341  -0.180
C 1.3323 1.3523 -0.7838  -0.089
C 0.5164 0.5274 0.0111  -0.093
C 0.9559 2.6821 -1.0575  -0.024
C -0.6909 1.0259 0.5304  -0.015
C -0.2481 3.2167 -0.5481  -0.117
C -1.0571 2.3506 0.2479  -0.196
N -2.1416 3.1235 0.6033  0.070
N 2.4060 8.3150 -0.9491  0.030
N -1.7171 -6.2280 -1.7699  0.060
N 1.6867 -4.7889 2.0751  0.064
N 0.3456 6.7966 0.7728  0.115
C -0.8898 8.9163 0.3643  0.022
C 3.1716 8.0422 0.2689  -0.061
C -3.7142 -6.0236 -4.1533  -0.111
C 2.4040 -5.9020 5.6217  -0.118
C -0.8371 -4.1068 -0.7326  -0.219
C 0.4431 -4.6846 -0.0956  -0.230
C -1.9071 -7.2198 -2.8250  -0.195
C 1.9194 -4.6318 3.5058  -0.195
C -3.3590 -7.2499 -3.3095  -0.249
C 2.1336 -6.0139 4.1219  -0.258
C -0.4309 5.7610 -1.3299  -0.091
C 0.7257 6.4868 -0.6184  -0.197
H -0.6186 -2.1899 -0.1592  0.090
H 1.2714 -3.4885 -1.4417  0.106
H -2.7674 5.1969 0.2342  0.132
H 2.2549 0.9590 -1.1887  0.094
H 0.8233 -0.4876 0.2217  0.088
H 1.5887 3.3015 -1.6744  0.098
H -1.3276 0.4024 1.1396  0.101
H -2.9115 2.8114 1.1769  0.153
H 2.7060 9.0856 -1.5275  0.145
H -1.9573 -6.4916 -0.8198  0.142
H 2.4268 -5.1895 1.5026  0.147
H 0.5857 6.1056 1.4661  0.155
H -0.0589 9.5447 0.0554  0.083
H -1.6036 9.5190 0.9230  0.088
H -1.3830 8.5000 -0.5094  0.075
H 4.1223 8.5772 0.2304  0.086
H 3.3757 6.9744 0.3658  0.083
H 2.6170 8.3846 1.1456  0.080
H -4.7211 -6.1332 -4.5671  0.068
H -3.0089 -5.9071 -4.9821  0.077
H -3.6909 -5.1149 -3.5444  0.069
H 3.3000 -5.3009 5.8057  0.073
H 2.5586 -6.8963 6.0517  0.071
H 1.5560 -5.4321 6.1299  0.075
H -1.6846 -4.2075 -0.0469  0.153
H 0.4089 -5.7776 -0.1320  0.150
H -1.6441 -8.2068 -2.4306  0.114
H -1.2359 -7.0292 -3.6710  0.125
H 1.0730 -4.1412 3.9996  0.124
H 2.8012 -4.0025 3.6675  0.124
H -3.5032 -8.1447 -3.9231  0.103
H -4.0377 -7.3201 -2.4535  0.103
H 1.2435 -6.6303 3.9589  0.111
H 2.9814 -6.5077 3.6364  0.106
H -0.0956 5.4754 -2.3278  0.127
H -1.2728 6.4410 -1.4550  0.114
H 1.5330 5.7590 -0.5581  0.142

---

(3)
This record from the Open Molecules 2025 dataset describes a molecular structure, C33H30Cl4N3O4SeZr. The level of theory is the ωB97M-V functional and the def2-TZVPD basis.

total charge = -1
strongest force on any atom = 1.69 eV/Å
HOMO-LUMO gap = 6.629 eV
E = -164092.2696 eV
relative energy (zero: lowest compared OMol25 entry of this formula, charge and spin) = 135.0 kJ/mol
spin multiplicity = 1

Last column: Löwdin charge in e.
Cartesian coordinates (Å):
Zr -0.1531 0.3198 -0.2220  1.732
C -3.3732 -2.0904 0.4863  -0.089
N -3.0747 -1.2897 -0.6955  -0.191
C -4.0775 -0.2192 -0.8557  -0.204
C -3.5373 1.1762 -0.5912  -0.195
C -3.1714 1.4618 0.8556  -0.237
N -1.8960 0.8675 1.2614  -0.083
C -1.7725 0.4946 2.4791  -0.091
C -0.5155 0.1732 3.1381  -0.154
C -0.5318 -0.4861 4.3696  -0.063
C 0.6319 -0.7522 5.0568  -0.107
C 1.8462 -0.3131 4.5141  -0.080
C 1.8879 0.3661 3.3145  -0.002
C 0.7134 0.6022 2.5773  -0.342
O 0.7516 1.2132 1.4149  -0.285
C -3.0419 -2.1038 -1.9217  -0.213
C -2.2941 -3.4343 -1.8664  -0.166
C -0.8360 -3.3773 -1.4079  -0.210
N -0.2402 -2.1316 -1.8238  0.022
C 0.7268 -2.1468 -2.6419  -0.083
C 1.3082 -0.9265 -3.2154  -0.154
C 2.4490 -1.0309 -4.0042  -0.060
C 3.0405 0.0860 -4.5648  -0.106
C 2.4644 1.3321 -4.3303  -0.084
C 1.3234 1.4591 -3.5560  -0.021
C 0.7269 0.3372 -2.9798  -0.354
O -0.3776 0.4542 -2.2224  -0.367
H -4.3255 -2.6370 0.3845  0.093
H -3.4476 -1.4378 1.3555  0.076
H -2.5723 -2.7946 0.6902  0.052
H -4.9316 -0.4221 -0.1967  0.116
H -4.4645 -0.2430 -1.8763  0.111
H -4.2747 1.9166 -0.9094  0.118
H -2.6630 1.3283 -1.2314  0.050
H -3.9706 1.1244 1.5273  0.114
H -3.0647 2.5385 0.9717  0.098
H -2.6569 0.4864 3.1221  0.132
H -1.4873 -0.8142 4.7692  0.110
H 0.6111 -1.2937 5.9936  0.092
H 2.7720 -0.5149 5.0415  0.100
H 2.8230 0.7047 2.8844  0.122
H -2.6010 -1.4812 -2.7023  0.116
H -4.0744 -2.3401 -2.2258  0.114
H -2.3293 -3.8245 -2.8883  0.110
H -2.8333 -4.1496 -1.2400  0.104
H -0.2922 -4.2465 -1.7984  0.114
H -0.7972 -3.4297 -0.3218  0.074
H 1.1578 -3.0994 -2.9806  0.127
H 2.8843 -2.0148 -4.1553  0.107
H 3.9346 -0.0065 -5.1690  0.091
H 2.9162 2.2219 -4.7546  0.098
H 0.8765 2.4242 -3.3559  0.082
Cl 4.9159 -4.0276 1.2499  0.636
C 3.3671 -3.2580 1.1601  -0.707
C 2.2868 -3.7751 1.8592  -0.709
Cl 2.4670 -5.1912 2.8383  0.635
C 1.0402 -3.1442 1.7654  -0.597
Cl -0.3457 -3.7754 2.5976  0.701
C 0.8678 -2.0097 0.9902  -0.383
O -0.3076 -1.3889 0.8465  -0.287
C 1.9785 -1.4632 0.2999  -0.376
O 1.7833 -0.3501 -0.3942  -0.220
C 3.2053 -2.1074 0.3794  -0.604
Cl 4.5261 -1.4242 -0.5051  0.698
Se -0.5273 3.0360 -0.7679  0.728
C 0.6653 4.3629 -0.1169  -0.635
C 1.7521 4.0548 0.7065  -0.121
C 2.6235 5.0539 1.1252  -0.105
C 2.4288 6.3739 0.7368  -0.130
C 1.3457 6.6858 -0.0780  -0.121
C 0.4711 5.6912 -0.5006  -0.164
H 1.9020 3.0284 1.0134  0.077
H 3.4652 4.7977 1.7594  0.093
H 3.1118 7.1492 1.0618  0.085
H 1.1814 7.7119 -0.3903  0.089
H -0.3713 5.9322 -1.1393  0.081

---

(4)
This record from the Open Molecules 2025 dataset describes a molecular structure, C30H27F3GdN3O8S3. The level of theory is the ωB97M-V functional and the def2-TZVPD basis.

total charge = 0
strongest force on any atom = 4.97 eV/Å
HOMO-LUMO gap (spin up / spin down) = 4.435 / 7.072 eV
E = -113885.0561 eV
relative energy (zero: lowest compared OMol25 entry of this formula, charge and spin) = 830.0 kJ/mol
spin multiplicity = 8
<S²> = 15.84

Last column: Löwdin charge in e.
Cartesian coordinates (Å):
Gd -2.5026 1.1049 1.7707  1.513
O -2.9377 -0.6260 3.0536  -0.623
S -2.3533 -0.7746 4.4411  1.097
C -0.6648 -1.5317 4.1436  -0.248
C 0.1177 -0.8496 3.0289  -0.205
C -0.3009 -1.4037 1.6514  -0.188
C -0.0954 -0.4177 0.4962  -0.365
S -1.4260 -0.9331 -0.7633  1.114
O -2.5902 -0.5373 0.1051  -0.622
C -1.3979 0.3401 -2.0427  -0.346
C -0.3151 0.4926 -2.8942  -0.070
C -0.3610 1.4712 -3.8728  -0.056
C -1.4964 2.2497 -4.0306  -0.060
C -2.6067 2.0256 -3.2327  -0.051
C -2.5685 1.0566 -2.2437  -0.089
C -3.0114 -2.4052 4.9514  -0.367
C -2.6497 -2.8654 6.2094  -0.093
C -3.1232 -4.0838 6.6615  -0.073
C -3.9732 -4.8323 5.8613  -0.079
C -4.3533 -4.3583 4.6167  -0.068
C -3.8707 -3.1423 4.1582  -0.067
H -0.8159 -2.5879 3.9269  0.103
H -0.1587 -1.4230 5.0987  0.103
H 1.1879 -1.0055 3.2051  0.129
H -0.0841 0.2304 3.0909  0.075
H -1.3726 -1.6448 1.7058  0.089
H 0.2325 -2.3365 1.4295  0.131
H 1.8439 -0.4982 0.9523  0.191
H -0.4149 0.6104 0.7719  0.073
H 0.5486 -0.1426 -2.8015  0.088
H 0.4941 1.6165 -4.5138  0.110
H -1.5219 3.0203 -4.7863  0.108
H -3.5125 2.5905 -3.3832  0.114
H -3.4373 0.8463 -1.6347  0.105
H -1.9983 -2.2637 6.8246  0.112
H -2.8323 -4.4460 7.6355  0.107
H -4.3525 -5.7777 6.2183  0.105
H -5.0270 -4.9337 4.0002  0.108
H -4.1532 -2.7496 3.1927  0.109
O -1.5217 1.3662 4.2605  -0.479
S -1.3898 2.5997 3.4189  0.370
O -0.7413 3.6853 4.0580  -0.217
O -0.6577 2.0619 2.1940  -0.438
O -2.7664 2.8331 2.8846  -0.367
F -4.6910 1.4557 1.4360  -0.014
C -4.7701 2.7583 0.8525  -0.463
F -5.3828 3.4986 1.7531  0.195
F -5.6085 2.5719 -0.1760  0.163
C -3.3205 3.2947 0.3222  -0.591
O -3.2499 4.4707 0.1024  0.154
O -2.5323 2.3435 0.0952  -0.130
N 4.7165 1.3688 -3.4840  0.170
C 5.5710 1.1453 -4.5337  -0.193
C 6.4909 1.9481 -5.1808  -0.028
C 7.2011 1.3789 -6.2218  -0.099
C 6.9860 0.0576 -6.6101  -0.100
C 6.0674 -0.7494 -5.9668  -0.016
C 5.3515 -0.2049 -4.9056  -0.228
N 4.4067 -0.7624 -4.0872  0.185
C 4.0473 0.1851 -3.2508  -0.275
C 3.0867 0.0342 -2.2025  -0.177
C 2.5594 -1.2298 -1.8864  -0.101
C 1.6718 -1.4326 -0.8824  -0.103
N 1.3212 -0.3617 0.0666  -0.072
C 1.6745 0.9658 -0.4618  -0.062
C 2.5470 1.1193 -1.4793  -0.091
H 4.6329 2.2162 -2.9494  0.152
H 6.6547 2.9734 -4.8804  0.107
H 7.9336 1.9741 -6.7471  0.099
H 7.5598 -0.3370 -7.4365  0.098
H 5.9057 -1.7716 -6.2696  0.109
H 2.8392 -2.0630 -2.5092  0.106
H 1.2595 -2.3931 -0.6344  0.101
H 1.2255 1.7814 0.0788  0.121
H 2.7782 2.1307 -1.7719  0.103